Density functional theory data (the ωB97M-V functional and the def2-TZVPD basis) for 9 unconnected molecules or ions with the total composition C51H111N6O9 at a distorted geometry.

XYZ file:
```
177
C51H111N6O9 | OMol25 | the ωB97M-V functional and the def2-TZVPD basis
H 12.669 0.358 1.303
C -5.164 2.849 1.433
H -3.573 1.375 1.366
C -3.616 -4.918 1.605
N 2.645 -0.561 -1.317
H 1.027 3.520 -1.438
C 7.041 3.713 2.623
H -2.464 -6.113 -0.509
C -9.103 4.886 1.758
H -8.267 -4.953 -0.830
O -2.566 -0.852 -3.221
C 3.807 7.583 4.812
C 11.421 -2.128 -1.815
C 12.039 0.718 0.489
N 11.385 -0.616 0.030
H -4.637 4.030 3.816
C 2.514 2.007 -1.831
H 1.647 9.440 4.605
H -5.214 -2.368 -6.536
H 2.179 5.407 4.778
H 0.690 5.997 4.474
C -3.523 -5.882 -0.629
H 11.239 1.369 0.843
O 2.147 1.074 4.220
C -6.795 -4.689 -7.271
H -5.998 -6.743 0.025
H -8.804 2.787 2.233
H 8.052 -1.416 2.119
H 8.219 4.363 2.053
C -3.643 2.205 3.357
H -3.738 1.141 3.574
H 0.621 4.731 6.884
H -8.539 5.742 1.389
O 3.458 -0.771 4.577
C 1.839 -1.683 -0.693
C 1.320 6.786 6.293
C -4.719 -4.904 -5.811
C 0.316 5.777 6.861
H 13.183 -1.813 -0.458
H 1.261 0.965 -0.453
C 1.629 6.340 4.908
H 3.089 1.137 4.044
H -3.329 -3.982 1.125
H -6.644 1.014 3.902
C 2.990 -1.042 -2.735
H -7.767 3.402 0.851
H 2.194 6.720 6.941
H -7.456 3.796 3.951
C -3.062 -6.963 2.643
H 2.643 -2.983 -3.554
H -5.314 -5.765 -5.505
C 1.592 8.691 3.815
C 2.114 9.252 2.467
H -2.725 2.594 3.799
C -8.210 3.605 1.826
C 10.119 -0.654 2.287
O -3.283 1.261 -2.994
H 3.222 1.760 -2.622
H -2.337 -7.739 2.888
H 10.186 -0.789 -2.984
H 10.244 0.679 -1.165
H 1.099 3.095 -3.133
H 12.799 -0.587 -1.550
H -9.605 5.246 2.656
H -3.668 -6.742 3.522
H -5.923 -4.920 -1.296
H -2.763 -4.154 -5.545
H -7.515 -2.636 -6.930
C 2.187 -2.311 -2.826
H -9.959 4.822 1.086
C 2.228 -2.883 -1.518
C 12.321 -1.361 -0.950
C -4.927 -2.999 -7.378
C -2.372 -5.623 2.275
C -3.913 -7.343 1.477
O 6.055 3.538 3.325
H -4.139 1.595 -2.717
O 1.328 -0.975 4.466
H 0.782 -1.438 -0.801
O 8.188 4.268 3.008
H 0.909 7.795 6.251
N -4.212 -6.050 0.733
C 2.845 8.008 1.763
H 4.567 -1.163 -0.258
H -7.377 -3.586 -5.486
H -3.877 -2.735 -7.510
H 1.331 9.763 1.905
H -5.761 2.262 0.735
C -7.117 3.714 2.918
H -9.439 -4.099 -7.735
H -8.004 -4.062 0.719
H -1.525 -5.692 1.593
C 8.909 -1.446 2.791
C -3.037 -5.416 -7.400
H 10.361 -2.374 0.898
C -9.173 -3.914 -6.694
H -2.413 -6.305 -7.489
H -6.962 -4.740 -8.347
H -0.692 5.742 6.446
H -6.980 -5.697 -6.902
H -5.528 -3.745 0.040
H 0.282 6.002 7.927
H 1.492 -3.685 -1.454
C 10.113 -0.362 -0.868
H 1.168 -1.977 -3.019
H -4.925 -6.436 -7.807
O 6.984 3.665 1.384
C -3.242 -5.044 -5.953
C -5.745 -5.837 0.575
H -5.705 0.539 2.435
H -7.390 1.137 2.408
H 4.063 -1.207 -2.834
C -6.407 1.253 2.865
C -3.507 -0.016 -3.002
H -6.581 4.639 2.704
H 2.582 7.852 0.716
H 2.798 10.083 2.641
C 1.709 3.242 -2.242
C 10.209 -1.295 -2.019
H -4.857 -7.788 1.790
H -4.042 -6.482 -1.376
O -4.670 -0.394 -2.825
H -5.176 3.893 1.122
C 3.952 -0.290 -0.474
C 1.739 0.741 -1.407
C 2.330 -0.276 4.430
H 9.376 -1.991 -1.929
H -5.471 -2.830 -8.307
N -5.944 2.736 2.757
H 2.004 -1.723 0.384
C -7.664 -3.641 -6.536
H 11.201 -3.093 -1.358
H 11.867 -2.514 -2.731
H 3.682 0.212 0.456
C 2.515 6.832 2.658
H -4.471 -4.690 2.241
H 0.945 0.493 -2.111
H 3.920 8.184 1.747
H -3.356 -7.942 0.756
H -9.388 -4.706 -5.978
H 3.176 -3.264 -1.136
H 1.490 6.528 2.447
C -7.619 -4.271 -0.279
H -2.810 -5.688 -5.187
H -2.986 3.035 1.480
H -6.184 -5.859 1.572
H -5.113 2.773 4.829
H -7.791 -3.372 -0.872
H 4.209 8.496 4.373
N 2.384 7.409 4.098
N -5.241 -4.510 -7.172
H 9.175 -0.385 -0.312
C -6.114 -4.610 -0.269
H -3.593 -4.891 -1.077
H 0.552 8.475 3.571
C -3.739 2.338 1.848
H 3.130 2.283 -0.975
H 12.597 1.177 -0.326
H 9.309 -2.459 2.806
H 4.522 6.792 4.585
H 4.475 0.424 -1.110
H 10.722 -0.347 3.142
H 3.177 5.982 2.493
H -4.999 -4.110 -5.119
C -4.829 2.957 3.793
C -4.428 -5.489 -8.018
H -2.125 -4.964 3.107
H 9.712 0.320 2.013
H -9.677 -3.026 -6.312
H -4.531 -5.158 -9.051
H 2.235 4.157 -2.513
H 2.625 -0.375 -3.516
H -2.439 -4.640 -7.877
C 10.918 -1.484 1.191
H 3.720 7.749 5.886
H 8.538 -1.135 3.768
H 11.886 -1.742 1.620
```

Electronic energy in eV: -82024.7443
Relative energy (zero: lowest compared OMol25 entry of this formula, charge and spin) in eV: 0.440
Kohn-Sham gap in eV: 4.6
Net charge: +3